Computed, not measured: a 8-piece molecular cluster, C33H86N4O12 overall, with ωB97M-V/def2-TZVPD.

Computed properties:
* charge: +1
* orbital gap (spin up / spin down): 8.032 / 2.738 eV
* spin multiplicity: 2
* lowest unoccupied orbital energy (spin up / spin down): -2.62 / -7.91 eV

Bonds (Å) are listed after each position.
Cartesian coordinates (Å):
1 C -0.80954 4.87059 1.91872  C2 1.529, H4 1.090, H5 1.090, H6 1.090
2 C -0.26857 6.26684 2.22693  C1 1.529, O3 1.418, H7 1.090, H8 1.090
3 O -1.12435 7.23884 1.64985  C2 1.418, H9 0.960
4 H -0.17117 4.00322 2.08678  C1 1.090
5 H -1.11226 4.83741 0.87213  C1 1.090
6 H -1.71788 4.70284 2.49742  C1 1.090
7 H 0.75902 6.35664 1.87464  C2 1.090
8 H -0.12389 6.47997 3.28606  C2 1.090
9 H -0.74072 8.10644 1.79710  O3 0.960
10 C 3.73026 1.87420 -4.51914  C11 1.540, H13 1.090, H14 1.090, H15 1.090
11 C 2.50725 1.53858 -5.39194  C10 1.540, O12 1.408, H16 1.090, H17 1.090
12 O 3.06633 0.97523 -6.55525  C11 1.408, H18 0.960
13 H 4.42309 2.39223 -5.18227  C10 1.090
14 H 4.36715 1.02647 -4.26651  C10 1.090
15 H 3.41261 2.44663 -3.64764  C10 1.090
16 H 1.87879 2.39087 -5.65026  C11 1.090
17 H 1.80277 0.89676 -4.86289  C11 1.090
18 H 2.57547 0.17734 -6.76509  O12 0.960
19 C 4.94819 1.81813 1.16313  C20 1.560, H22 1.090, H23 1.090, H24 1.090
20 C 5.18274 0.82914 -0.02013  C19 1.560, O21 1.443, H25 1.090, H26 1.090
21 O 4.30651 1.25191 -1.08531  C20 1.443, H27 0.960
22 H 3.89388 1.85041 1.43789  C19 1.090
23 H 5.21880 2.81953 0.82836  C19 1.090
24 H 5.54578 1.55947 2.03725  C19 1.090
25 H 4.95868 -0.20856 0.22705  C20 1.090
26 H 6.24046 0.76567 -0.27566  C20 1.090
27 H 3.51249 0.73166 -0.94220  O21 0.960
28 C -1.61037 -1.34643 3.78953  O29 1.432, H37 1.090, H38 1.090, H39 1.090
29 O -0.54468 -1.07700 4.70795  C28 1.432, C30 1.460
30 C 0.37461 -0.09297 4.14418  O29 1.460, C31 1.562, H40 1.090, H41 1.090
31 C 1.42499 0.37003 5.20399  C30 1.562, N32 1.445, H42 1.090, H43 1.090
32 N 0.73582 0.78273 6.40485  C31 1.445, C33 1.464, H44 1.010
33 C 1.63605 0.86406 7.55608  N32 1.464, C34 1.513, H45 1.090, H46 1.090
34 C 0.89634 1.13787 8.84703  C33 1.513, O35 1.407, H47 1.090, H48 1.090
35 O 0.17733 -0.01951 9.19921  C34 1.407, C36 1.427
36 C -0.86859 0.20213 10.14460  O35 1.427, H49 1.090, H50 1.090, H51 1.090
37 H -2.17445 -2.20037 4.16461  C28 1.090
38 H -1.23835 -1.51245 2.77852  C28 1.090
39 H -2.33378 -0.53193 3.75255  C28 1.090
40 H -0.16430 0.81669 3.87922  C30 1.090
41 H 0.84410 -0.38518 3.20488  C30 1.090
42 H 2.07206 1.14823 4.79925  C31 1.090
43 H 2.02567 -0.51973 5.39268  C31 1.090
44 H 0.09345 0.04561 6.65805  N32 1.010
45 H 2.38372 1.63441 7.36729  C33 1.090
46 H 2.09518 -0.10542 7.74951  C33 1.090
47 H 0.34688 2.07417 8.94463  C34 1.090
48 H 1.64990 1.23165 9.62899  C34 1.090
49 H -0.39505 0.35832 11.11386  C36 1.090
50 H -1.56453 -0.63290 10.22516  C36 1.090
51 H -1.46789 1.09672 9.97530  C36 1.090
52 C -6.37520 4.15623 4.60259  O53 1.415, H61 1.090, H62 1.090, H63 1.090
53 O -7.34777 3.60625 3.73387  C52 1.415, C54 1.405
54 C -7.96263 2.37276 4.00657  O53 1.405, C55 1.592, H64 1.090, H65 1.090
55 C -6.99920 1.10599 4.01183  C54 1.592, N56 1.473, H66 1.090, H67 1.090
56 N -6.34473 1.02279 2.69451  C55 1.473, C57 1.446, H68 1.010
57 C -5.26469 0.06109 2.67547  N56 1.446, C58 1.543, H69 1.090, H70 1.090
58 C -4.63688 -0.17615 1.28562  C57 1.543, O59 1.400, H71 1.090, H72 1.090
59 O -3.89978 0.94914 0.89914  C58 1.400, C60 1.422
60 C -3.22000 0.78422 -0.33930  O59 1.422, H73 1.090, H74 1.090, H75 1.090
61 H -5.52926 3.49993 4.80698  C52 1.090
62 H -6.70791 4.54199 5.56622  C52 1.090
63 H -5.97743 4.98869 4.02217  C52 1.090
64 H -8.78766 2.17372 3.32259  C54 1.090
65 H -8.47233 2.42441 4.96868  C54 1.090
66 H -7.46154 0.18183 4.35865  C55 1.090
67 H -6.27443 1.31366 4.79903  C55 1.090
68 H -6.09488 1.96044 2.41438  N56 1.010
69 H -5.60157 -0.88522 3.09871  C57 1.090
70 H -4.51809 0.47494 3.35327  C57 1.090
71 H -5.38683 -0.36254 0.51688  C58 1.090
72 H -3.98238 -1.04665 1.32994  C58 1.090
73 H -2.65544 1.64371 -0.70074  C60 1.090
74 H -3.93600 0.51966 -1.11742  C60 1.090
75 H -2.45361 0.02446 -0.18594  C60 1.090
76 C 3.39196 -2.43338 -3.90665  O77 1.468, H85 1.090, H86 1.090, H87 1.090
77 O 2.68647 -3.07180 -2.78857  C76 1.468, C78 1.394
78 C 3.42007 -2.99659 -1.60537  O77 1.394, C79 1.524, H88 1.090, H89 1.090
79 C 2.52979 -3.41806 -0.44305  C78 1.524, N80 1.489, H90 1.090, H91 1.090
80 N 1.09689 -3.01674 -0.50785  C79 1.489, C81 1.476, H92 1.010
81 C 0.39649 -3.39582 0.73514  N80 1.476, C82 1.575, H93 1.090, H94 1.090
82 C -1.11610 -2.99776 0.55086  C81 1.575, O83 1.419, H95 1.090, H96 1.090
83 O -1.60750 -3.80137 -0.51028  C82 1.419, C84 1.408
84 C -2.82315 -3.35159 -1.06039  O83 1.408, H97 1.090, H98 1.090, H99 1.090
85 H 3.47223 -1.34659 -3.92986  C76 1.090
86 H 2.81952 -2.72231 -4.78808  C76 1.090
87 H 4.36540 -2.92198 -3.94895  C76 1.090
88 H 3.82125 -2.00396 -1.40082  C78 1.090
89 H 4.34236 -3.56642 -1.71839  C78 1.090
90 H 2.93844 -3.00838 0.48067  C79 1.090
91 H 2.52378 -4.50699 -0.39505  C79 1.090
92 H 0.77624 -3.50636 -1.33099  N80 1.010
93 H 0.75466 -2.82079 1.58905  C81 1.090
94 H 0.51072 -4.45057 0.98528  C81 1.090
95 H -1.22155 -1.94483 0.28948  C82 1.090
96 H -1.65457 -3.18394 1.48009  C82 1.090
97 H -3.63245 -3.27085 -0.33470  C84 1.090
98 H -3.21139 -3.96185 -1.87582  C84 1.090
99 H -2.71664 -2.38982 -1.56215  C84 1.090
100 C 4.49270 -3.40585 -8.21098  O101 1.463, H109 1.090, H110 1.090, H111 1.090
101 O 3.10254 -3.00194 -8.42100  C100 1.463, C102 1.411
102 C 2.96304 -1.71601 -8.98548  O101 1.411, C103 1.527, H112 1.090, H113 1.090
103 C 1.53686 -1.27913 -8.65674  C102 1.527, N104 1.488, H114 1.090, H115 1.090
104 N 1.37713 -1.30160 -7.17796  C103 1.488, C105 1.465, H116 1.010
105 C -0.00312 -0.98312 -6.80241  N104 1.465, C106 1.614, H117 1.090, H118 1.090
106 C -0.32067 -1.34579 -5.26157  C105 1.614, O107 1.406, H119 1.090, H120 1.090
107 O -0.33869 -2.74438 -5.11691  C106 1.406, C108 1.421
108 C -0.57838 -3.36447 -3.86115  O107 1.421, H121 1.090, H122 1.090, H123 1.090
109 H 4.54137 -4.30938 -7.60322  C100 1.090
110 H 5.11499 -2.65648 -7.72181  C100 1.090
111 H 4.87836 -3.67277 -9.19492  C100 1.090
112 H 3.17782 -1.67838 -10.05344  C102 1.090
113 H 3.72469 -1.04648 -8.58580  C102 1.090
114 H 0.78141 -1.86217 -9.18347  C103 1.090
115 H 1.45112 -0.25578 -9.02214  C103 1.090
116 H 1.40667 -2.26046 -6.86203  N104 1.010
117 H -0.75112 -1.36522 -7.49710  C105 1.090
118 H -0.20924 0.08434 -6.88088  C105 1.090
119 H -1.31858 -0.96745 -5.03990  C106 1.090
120 H 0.36316 -0.94168 -4.51513  C106 1.090
121 H -0.10858 -2.94856 -2.96985  C108 1.090
122 H -0.29435 -4.40543 -4.01557  C108 1.090
123 H -1.64824 -3.24623 -3.68931  C108 1.090
124 C 1.09134 1.74138 0.30325  C125 1.540, H128 1.090, H129 1.090, H130 1.090
125 C 0.77805 0.35622 -0.29202  C124 1.540, C126 1.531, O127 1.394, H131 1.090
126 C 0.35027 0.35034 -1.76249  C125 1.531, H132 1.090, H133 1.090, H134 1.090
127 O 1.96748 -0.37130 -0.27405  C125 1.394, H135 0.960
128 H 0.13544 2.26401 0.33796  C124 1.090
129 H 1.78339 2.33272 -0.29631  C124 1.090
130 H 1.35620 1.63783 1.35550  C124 1.090
131 H 0.02783 -0.05439 0.38376  C125 1.090
132 H -0.35297 1.16738 -1.92374  C126 1.090
133 H -0.13623 -0.60741 -1.94733  C126 1.090
134 H 1.18379 0.53481 -2.44020  C126 1.090
135 H 1.84590 -1.26089 -0.61382  O127 0.960